1.
112
Properties=species:S:1:pos:R:3:mulliken_charge:R:1 method="wB97M-V/def2-TZVPD" homo_ha=-0.34899 homo_lumo_gap_ev=8.99 total_energy_ha=-2976.921358
H -5.578 1.350 2.385 0.340
O -5.187 4.196 0.231 -0.560
H 4.607 1.681 -3.830 0.304
H -6.935 -5.316 5.456 0.311
H -3.202 -0.185 3.178 0.321
H 0.599 3.613 1.938 0.293
H 0.285 1.864 -3.890 0.285
H 7.510 -2.398 7.815 0.327
O 5.271 1.001 -3.658 -0.659
H -4.389 -0.691 5.124 0.313
O 4.820 -7.508 2.753 -0.641
H -2.296 0.261 -3.343 0.286
C 2.733 -1.460 -1.047 -0.957
O -5.823 1.018 -0.678 -0.613
H -5.906 -2.578 2.081 0.247
O -6.000 -3.449 2.484 -0.547
O -0.408 1.597 -4.512 -0.555
O 1.310 -1.023 3.503 -0.655
H -0.843 3.226 0.382 0.159
H 6.002 -2.680 -4.146 0.291
C 3.566 -3.301 0.267 -0.781
H 4.778 0.246 -3.318 0.347
H -2.131 -3.929 2.103 0.667
H 4.168 -4.199 0.266 0.436
H 8.402 0.207 -4.276 0.296
H -2.625 3.745 -6.557 0.300
H 0.763 3.409 -2.095 0.208
O -0.566 6.173 -7.805 -0.627
H -0.221 5.362 -3.414 0.300
H 1.925 -5.679 0.642 0.255
H 2.937 3.546 -4.115 0.311
C 1.139 0.100 0.375 -0.483
O -6.236 -5.652 4.887 -0.613
H -2.246 8.696 -0.657 0.333
O -0.470 5.509 -2.494 -0.615
H -1.225 -0.073 -0.641 0.313
H -0.342 6.517 -0.484 0.302
H 1.646 2.239 -1.678 0.334
O 8.331 -2.814 7.530 -0.653
H 3.467 -1.320 3.806 0.356
H -1.061 5.785 -8.533 0.298
O -1.588 2.625 0.473 -0.594
H -3.663 9.259 -0.663 0.299
H -6.738 -3.847 2.010 0.303
H -4.233 -4.601 3.323 0.209
C 2.907 -2.888 1.406 -0.448
H -1.767 2.559 -6.147 0.324
O 0.394 4.551 2.018 -0.581
H -3.315 -1.047 6.139 0.317
H -5.891 4.851 0.251 0.293
H 2.413 -6.577 1.767 0.313
O 7.824 -0.476 -3.926 -0.621
O -2.008 -7.057 1.049 -0.639
H -2.655 -6.424 1.391 0.344
C -1.909 -3.078 1.464 -0.966
H -3.439 -5.836 3.724 0.274
H 3.389 3.493 -5.569 0.291
O -0.527 7.457 -0.366 -0.636
H 4.327 -6.819 2.295 0.348
H -1.179 1.758 0.554 0.387
H 0.078 1.317 -5.295 0.325
H 6.239 -2.038 -2.793 0.323
O -1.942 3.154 -6.888 -0.612
H -3.023 -1.613 -1.394 0.597
H 2.661 -0.882 -1.961 0.622
O -3.911 -0.431 2.569 -0.544
C -2.466 -1.822 -0.493 -0.963
H -5.272 1.754 -0.968 0.331
C 3.487 -2.628 -0.940 -0.704
C -2.681 -2.930 0.341 -0.105
H -1.954 -0.868 -4.294 0.258
N -0.902 -2.299 1.903 -0.425
C 2.055 -1.065 0.082 0.859
H -1.859 -7.659 1.783 0.296
H -0.460 6.999 -5.940 0.300
O 1.456 2.821 -2.426 -0.443
C 2.136 -1.769 1.297 1.054
H 7.012 -0.001 -3.709 0.390
H -6.635 1.437 -0.374 0.278
O 3.665 3.256 -4.679 -0.660
H -3.440 -0.737 1.783 0.305
H 0.011 5.459 -7.510 0.334
O -3.872 -0.318 5.848 -0.644
O 4.400 -1.390 3.557 -0.681
H 6.316 -2.998 6.153 0.341
O 1.050 1.220 -0.060 -0.459
H -0.629 6.459 -2.451 0.358
H -5.616 3.379 0.517 0.279
O 5.533 -2.326 -3.384 -0.634
H -5.187 2.812 2.253 0.342
O -5.957 2.238 2.341 -0.683
O 2.709 -5.884 1.165 -0.601
H -6.508 -5.385 4.002 0.310
H 0.237 4.674 2.959 0.298
O -2.204 -0.698 -3.382 -0.557
C 1.260 -1.075 2.309 -0.084
H 2.949 -3.423 2.345 0.486
H -3.442 -3.663 0.105 0.458
H 4.863 -0.876 4.229 0.319
C -0.743 -1.276 1.072 0.539
H -0.669 7.550 0.582 0.317
C -1.453 -0.966 -0.071 -0.083
N 0.307 -0.357 1.456 0.325
O -0.770 6.615 -5.113 -0.637
H 8.870 -2.078 7.223 0.326
H 4.788 -8.261 2.154 0.322
H 4.027 -3.034 -1.784 0.588
O -3.585 -5.235 2.985 -0.519
H 5.236 -2.702 5.118 0.308
O -3.017 8.837 -0.090 -0.626
O 5.731 -2.297 5.841 -0.618
H -1.641 6.274 -5.332 0.306

---

2.
79
Properties=species:S:1:pos:R:3:mulliken_spin:R:1 method="wB97M-V/def2-TZVPD" homo_ha="-0.50557 / -0.50982" relative_energy_kcal_mol=0.0 multiplicity=6 homo_lumo_gap_ev="7.23 / 7.00" total_charge=+2 total_energy_ha=-5916.539775
P -0.488 -2.259 -0.646 0.059
H 3.512 1.682 -3.889 0.000
H 0.896 0.098 -3.406 -0.059
H -0.409 -3.750 -2.554 -0.002
C -0.136 4.064 -1.997 -0.028
H -1.051 -0.825 -3.350 0.019
H 3.153 -1.432 -1.992 0.003
C -1.850 2.094 -3.071 0.035
H 2.761 3.505 -2.362 -0.001
H -4.445 -0.152 -0.269 0.001
C -3.275 0.666 1.391 0.019
H 3.267 -0.050 -4.230 -0.001
H 5.098 0.678 -0.835 0.000
C 3.398 3.154 -1.539 0.010
C -0.950 3.306 -1.146 0.073
C -4.101 -0.066 3.551 -0.001
H -2.358 1.206 3.290 -0.001
H -2.372 -2.292 1.767 -0.002
C -0.275 -2.663 -2.442 0.003
H -2.382 -3.752 -0.955 0.003
H -4.057 -0.026 4.648 0.000
C 4.814 -0.100 -1.552 0.002
H -2.569 1.365 -3.467 0.005
C -2.223 1.203 -0.783 0.147
H -6.015 -1.366 1.210 0.000
C -1.712 2.231 -1.674 0.005
H 2.114 -1.920 2.535 0.001
H 2.540 -2.846 0.425 -0.009
H -1.928 -4.002 1.519 0.001
C -2.211 -2.857 -0.337 -0.006
H 0.349 -3.377 1.305 0.001
H 1.721 2.718 -0.248 -0.010
H 2.181 -3.525 -1.187 0.000
C 2.764 0.921 -4.153 0.011
C 2.634 2.218 -0.616 -0.007
H -3.591 -3.455 1.222 0.000
H 5.544 -0.912 -1.465 0.000
H 2.643 -0.471 3.436 0.000
H 3.339 -1.056 -0.283 -0.003
Br 1.428 4.256 -4.413 0.000
H 3.229 1.971 0.276 0.019
S 0.632 -0.044 2.213 0.076
H 0.774 -2.421 -2.689 -0.003
C -2.533 -3.173 1.124 0.003
H 1.084 1.815 -3.184 -0.013
H 2.929 -0.577 1.663 -0.001
H 3.736 4.045 -0.996 -0.001
C 2.243 -0.833 2.480 0.007
C -5.183 -0.809 1.654 -0.002
C 3.421 -0.627 -1.291 -0.015
H -0.961 3.515 -0.084 -0.004
Mn 0.129 0.144 -0.393 4.494
C -3.163 0.654 2.804 -0.001
H -2.288 -2.074 -3.095 0.002
H -0.288 -0.563 4.363 0.001
C -1.074 2.863 -3.924 -0.008
H 0.017 -4.536 0.002 0.001
C -4.299 -0.122 0.813 0.008
H -1.643 2.063 1.094 -0.018
C -0.302 -1.068 3.391 0.015
H -1.194 2.834 -5.011 0.000
H 4.281 2.684 -1.984 0.000
H -1.340 -1.153 3.060 -0.002
N -5.073 -0.783 2.984 0.006
P 2.142 0.655 -1.413 0.116
H 0.442 4.907 -1.642 -0.002
C -0.120 3.689 -3.337 -0.001
H -2.890 -2.069 -0.703 0.001
C 1.979 -3.628 -0.111 0.015
H -1.103 -2.261 -4.397 0.000
H 0.163 -2.054 3.499 0.001
H 2.374 1.184 -5.147 -0.001
H 4.909 0.322 -2.557 -0.001
C 1.628 0.871 -3.142 0.074
H 2.389 -4.600 0.205 0.000
H -2.725 0.383 -1.281 -0.002
C -1.235 -1.911 -3.364 0.026
C -2.332 1.392 0.576 -0.082
C 0.483 -3.561 0.221 0.025

---

3.
38
Properties=species:S:1:pos:R:3:mulliken_charge:R:1 method="wB97M-V/def2-TZVPD" homo_ha=-0.29503 relative_energy_kcal_mol=153.4 homo_lumo_gap_ev=7.63 total_energy_ha=-1331.678883
C 1.792 -0.613 -0.874 -0.227
H 2.794 2.120 -0.614 0.173
H 3.129 -3.338 -0.001 0.301
C -3.795 -0.942 -0.354 -0.049
H 0.828 1.333 -1.800 0.543
N -4.219 -2.227 0.265 -0.734
C 5.162 0.482 1.267 -0.222
C -0.202 2.392 -0.104 0.121
H -2.393 1.461 -0.258 0.395
H 0.084 -0.305 -2.120 0.312
H -5.042 0.834 -1.071 0.230
C -0.338 0.831 0.028 0.089
C 3.674 -1.217 0.330 -0.523
C 3.426 1.235 -0.288 0.037
H -0.068 0.483 0.950 0.736
C 1.750 -1.929 -0.576 -0.631
H 1.009 -2.613 -0.849 0.559
H -4.431 -2.022 1.311 0.279
H -3.818 -1.126 -1.432 0.210
S -4.224 0.939 1.439 -0.235
C -4.962 0.151 -0.018 -0.670
C 4.621 1.467 0.320 -0.875
O -0.745 2.937 -1.206 -0.511
H -5.807 0.940 2.187 0.176
H -5.940 -0.425 0.169 0.473
H -1.070 2.406 -1.957 0.404
H 6.139 0.616 1.917 0.230
N -1.837 0.546 -0.320 -0.200
H -3.460 -2.975 0.403 0.330
O 0.336 3.143 0.777 -0.608
C 0.566 0.296 -1.265 -0.809
C 4.734 -0.850 1.309 -0.408
H 5.169 -1.575 2.224 0.188
H 5.191 2.401 0.538 0.289
N 2.829 -2.351 0.140 -0.161
O -1.612 -1.712 -0.016 -0.633
C 2.998 -0.095 -0.269 1.066
C -2.270 -0.696 -0.182 0.357

---

4.
8
Properties=species:S:1:pos:R:3:mulliken_spin:R:1 method="wB97M-V/def2-TZVPD" homo_ha="-0.28196 / -0.34813" relative_energy_kcal_mol=39.0 multiplicity=2 homo_lumo_gap_ev="6.68 / 8.49" total_energy_ha=-383.938617
C 0.703 0.590 -1.009 0.006
H 1.710 0.953 -0.751 -0.001
C -0.152 -0.135 0.071 0.207
H 0.200 1.225 -1.755 0.003
H 0.480 -1.825 -1.364 0.005
C 0.372 -0.848 -0.898 0.014
Pb -1.280 0.086 1.934 0.213
O -2.032 -0.046 3.772 0.552

---

5.
45
Properties=species:S:1:pos:R:3:mulliken_charge:R:1 method="wB97M-V/def2-TZVPD" homo_ha=-0.17324 homo_lumo_gap_ev=6.75 total_charge=-1 total_energy_ha=-2648.773358
O 2.627 0.684 -0.234 -0.446
H 0.702 2.489 0.800 0.125
C -4.568 2.195 -1.244 -0.491
H 0.976 4.195 0.213 0.338
H -4.712 2.635 -0.170 0.294
P 2.050 1.241 -1.802 0.026
O -0.466 2.282 -2.358 -0.565
H -1.120 -0.274 3.996 0.280
C -3.138 2.711 -1.855 -0.826
C 0.781 2.660 -1.624 -0.041
O 4.732 -0.795 -0.985 -0.610
Cl -6.104 0.203 0.086 -0.295
I 0.788 -0.704 -2.756 -0.209
O 4.805 -2.476 0.566 -0.276
C 6.492 -3.657 -0.416 -0.305
H 7.419 -3.356 0.083 0.257
O -1.077 3.473 -0.172 -0.582
H -0.509 1.180 -0.460 -0.308
H -1.700 0.102 1.707 -0.093
C 5.168 -1.868 -0.602 0.659
O -1.298 -1.931 1.746 -0.244
O -1.785 -2.211 3.928 -0.329
O -0.808 -3.920 2.764 -0.606
H -5.093 0.068 -2.192 0.334
C 5.347 -3.783 0.535 -0.310
H -2.887 -0.466 4.117 0.308
H 6.673 -4.580 -0.975 0.285
H 1.397 3.591 -2.045 0.350
H 3.144 -0.163 -0.454 0.359
H -1.958 0.759 -1.664 -0.051
C 0.397 3.198 -0.092 -0.360
O 6.082 -2.617 -1.284 -0.304
H -5.412 2.616 -1.975 0.319
C -4.756 0.567 -1.188 -0.079
H -3.807 -0.005 -0.796 0.024
H -3.113 -0.979 1.792 0.075
C -1.258 -2.788 2.808 0.629
H -3.161 3.897 -1.828 0.202
H -3.099 2.423 -3.003 0.244
P -1.584 1.993 -1.008 1.234
C -1.982 -0.842 3.631 -0.342
H 5.666 -4.094 1.533 0.276
C -2.087 -0.824 2.141 0.285
F -2.343 1.646 0.561 -0.502
H 4.579 -4.476 0.175 0.271

---

6.
15
Properties=species:S:1:pos:R:3:mulliken_charge:R:1 method="wB97M-V/def2-TZVPD" smiles="C[N@@H+]1CN=C(Cl)C1" homo_ha=-0.54700 relative_energy_kcal_mol=62.9 homo_lumo_gap_ev=11.32 total_charge=+1 total_energy_ha=-726.593217
Cl 4.195 -0.401 -0.012 -0.074
H -1.418 -0.421 -1.281 0.372
H 1.056 -1.197 -1.030 0.333
C 0.761 1.454 -0.007 -0.358
N 0.232 0.093 0.355 -0.066
H -1.465 -1.322 0.273 0.359
C 2.594 0.173 -0.081 0.449
H 0.244 -0.025 1.439 0.435
H 0.462 1.625 -1.041 0.351
C -1.101 -0.308 -0.161 -0.902
H -1.904 0.427 0.028 0.380
C 1.287 -0.895 -0.011 -0.583
H 1.604 -1.712 0.691 0.343
H 0.406 2.379 0.576 0.343
N 2.176 1.375 -0.011 -0.383

---

7.
33
Properties=species:S:1:pos:R:3:mulliken_charge:R:1 method="wB97M-V/def2-TZVPD" smiles="N#Cc1cc([N+](=O)[O-])cc2c1no[n+]2[O-].CCOC(=O)CN" homo_ha=-0.32803 relative_energy_kcal_mol=5.5 homo_lumo_gap_ev=6.94 total_energy_ha=-1150.691259
C 2.101 -1.319 1.772 0.415
H -0.863 -2.846 2.512 0.538
N 0.473 -0.803 -1.851 -0.434
C -0.405 0.767 -3.578 0.637
O -1.204 -3.243 -1.405 -0.624
H 1.342 2.514 -6.656 0.297
N 3.000 -0.380 2.174 -0.519
O 3.644 -0.028 0.969 -0.185
C -0.455 2.094 -5.544 -0.181
C 0.976 -1.745 2.549 0.241
H 1.416 -0.945 -2.226 0.365
C -0.042 -2.469 1.904 -0.604
O 3.565 -0.616 -1.266 -0.669
C 0.109 0.582 -2.132 -0.736
O -1.993 -3.847 0.562 -0.610
C -0.023 -2.647 0.492 -0.404
O 0.186 1.770 -4.253 -0.280
H -0.159 -1.459 -2.328 0.307
H 0.972 1.238 -1.962 0.273
N 0.891 -1.018 5.037 -0.485
C 0.936 -1.322 3.910 0.017
H -1.418 2.567 -5.309 0.285
C 1.054 -2.160 -0.330 0.737
H 1.323 -2.711 -1.242 0.423
N -1.126 -3.287 -0.147 0.951
H -0.061 3.435 -7.155 0.383
H -0.628 1.176 -6.120 0.317
O -1.250 0.033 -4.068 -0.586
N 3.136 -0.782 -0.134 0.801
H 0.755 3.895 -5.659 0.313
H -0.713 0.867 -1.465 0.332
C 2.125 -1.590 0.386 -0.152
C 0.459 3.042 -6.279 -1.160

---

8.
46
Properties=species:S:1:pos:R:3:mulliken_charge:R:1 method="wB97M-V/def2-TZVPD" smiles=NCCC[C@H](N)CO.O.O.O.O.O.O.O.O homo_ha=-0.33060 relative_energy_kcal_mol=38.0 homo_lumo_gap_ev=9.01 total_energy_ha=-995.146720
H -2.140 1.518 0.034 0.369
C 0.564 0.151 -1.756 0.260
O 0.677 4.160 0.226 -0.632
N 1.469 0.801 0.929 -0.371
N -0.015 -2.021 -2.972 -0.673
H 2.313 -4.805 0.329 0.293
H 0.947 -2.316 -2.827 0.270
H 2.491 0.551 -1.340 0.117
H 0.074 0.786 -1.037 -0.378
H -3.586 2.567 3.007 0.286
O 0.001 0.633 3.736 -0.650
H -0.806 1.774 0.645 0.258
H 2.412 -1.142 -1.748 0.498
H -0.042 -1.655 -3.921 0.287
H -1.033 -1.865 1.383 0.309
H 1.407 -4.984 1.472 0.303
O 1.377 -4.693 0.554 -0.630
H 2.665 3.098 -1.697 0.318
C -0.430 -1.009 -2.015 0.983
H -0.805 0.143 3.558 0.317
O -0.947 -3.331 -0.047 -0.600
H 4.179 2.912 -1.881 0.285
C -1.831 -0.522 -2.340 -0.739
O -1.170 -1.043 1.880 -0.776
H -1.341 -4.162 -0.361 0.243
O 3.341 2.457 -2.003 -0.628
H -0.331 -0.590 1.717 0.441
H 1.958 1.595 0.494 0.182
H -0.484 -1.476 -1.033 -0.524
O -2.682 2.825 3.227 -0.652
H -0.007 3.504 0.454 0.413
H -0.183 1.573 3.630 0.298
H -0.329 -3.771 0.570 0.316
H -2.259 -0.727 -0.376 0.406
C 2.017 -0.408 0.351 -0.666
H -2.490 -1.103 -2.968 0.341
C 1.894 -0.366 -1.190 -0.763
H -2.276 2.600 2.379 0.384
H 3.064 -0.580 0.632 0.421
O -1.684 2.200 0.559 -0.742
H -1.758 0.436 -2.879 0.318
H 0.777 0.565 -2.748 0.361
H 0.597 4.901 0.837 0.301
O -2.541 -0.187 -1.125 -0.614
H 1.579 0.820 1.937 0.223
H 1.562 -1.356 0.684 0.235